1.
88
Properties=species:S:1:pos:R:3:mulliken_charge:R:1 method="wB97M-V/def2-TZVPD" orbital_gap_ev="2.7 / 1.3" total_charge=-1 e_above_lowest_ev=40.9685
Pb -2.210 -0.778 -0.439 0.791
C -1.739 3.097 6.366 -0.994
C -0.426 4.308 4.356 -0.459
C -2.508 3.412 4.117 -0.680
C -3.406 2.724 4.859 -0.409
C -3.055 2.571 6.298 -0.279
H -1.358 3.533 7.274 0.356
H -5.386 -1.937 -2.310 -0.533
H -2.665 3.501 3.070 0.477
H -4.348 2.322 4.444 0.411
H -3.983 2.554 6.892 0.368
Cl -1.225 -6.479 -2.831 -0.235
C 7.039 -0.285 3.981 0.475
C 7.612 0.288 5.118 -0.556
C 6.947 -0.604 5.989 -0.228
Cl -0.338 -1.760 0.491 -0.266
C 4.628 -1.847 1.264 -0.230
Cl 8.998 5.122 -3.992 0.000
C 5.838 -1.764 2.078 -0.003
Cl -7.271 0.539 -1.558 -0.901
C 6.810 -1.207 3.161 -0.299
Cl 4.072 -6.080 3.858 -0.249
C 1.766 -4.519 1.808 -0.200
N 1.542 -6.037 1.809 -0.058
C 0.868 -6.988 1.709 -0.190
P 0.612 1.337 3.132 0.604
O 1.191 0.363 2.161 -0.279
N 1.874 1.890 4.399 -0.013
C 1.497 2.842 4.785 -0.219
C -1.376 3.603 5.009 1.221
N 1.964 2.704 1.959 0.284
C 3.473 3.085 1.945 -0.931
C 1.149 3.587 1.740 -0.792
H 1.395 -4.204 0.914 0.152
H 2.744 -4.292 2.270 -0.003
H 1.156 -4.025 2.613 0.315
H 0.533 2.299 -3.220 0.251
H 4.938 -5.470 4.342 0.227
H 3.805 -2.094 2.367 -0.141
H -4.781 -3.677 -1.578 0.367
H -6.252 -1.793 -1.962 0.446
H -4.949 -3.723 -3.305 0.364
H 2.093 -0.344 2.370 0.428
H -0.916 -7.667 -2.430 0.237
H 1.890 1.908 -1.141 0.188
H 3.715 4.278 1.723 0.284
H 4.090 2.349 1.426 0.325
H 3.615 3.037 3.057 0.366
H 1.570 4.439 1.333 0.589
H -5.556 5.225 0.443 0.007
H -0.032 3.391 1.728 0.249
C -2.695 0.236 -5.146 -0.818
C -2.563 1.751 -5.603 -0.500
C -3.013 2.846 -4.666 -0.781
C -1.977 3.079 -3.442 -0.845
N -1.458 1.841 -2.739 0.458
C -0.079 1.746 -2.478 -0.791
S 0.646 2.764 -0.994 -0.218
N 0.275 0.380 -2.023 0.393
C 0.236 -0.647 -3.191 0.368
C 1.506 -1.269 -3.364 -1.292
C 1.820 -2.266 -1.964 -0.044
C 3.219 -2.870 -2.440 -1.450
H -2.204 -0.397 -5.869 0.335
H -3.790 -0.095 -5.194 0.369
H -2.454 -0.031 -4.114 0.067
H -2.739 1.807 -6.692 0.393
H -1.568 1.979 -5.417 0.238
H -4.049 2.712 -4.329 0.430
H -3.086 3.810 -5.086 0.375
H -2.652 3.657 -2.748 0.385
H -1.229 3.998 -3.456 0.335
H -2.027 1.884 -1.755 0.135
H 1.217 0.430 -1.671 -0.059
H -0.401 -0.027 -3.984 -0.257
H -0.480 -1.516 -3.075 0.124
H 2.310 -0.503 -3.571 0.296
H 1.502 -1.966 -4.157 0.502
H 1.243 -3.101 -1.850 0.452
H 1.886 -1.691 -1.075 0.160
H 3.976 -2.127 -2.694 0.364
H 3.208 -3.697 -3.076 0.408
H 3.478 -3.185 -1.466 0.374
O -4.254 -3.973 -2.457 -0.702
Cl -5.128 -1.886 1.870 0.938
O -5.317 -2.207 3.551 -0.592
O -3.728 -1.178 1.413 -0.719
O -5.273 -3.021 1.059 -0.467


2.
15
Properties=species:S:1:pos:R:3:nbo_charge:R:1 method="wB97M-V/def2-TZVPD" orbital_gap_ev=8.4 total_charge=0 e_above_lowest_ev=8.1639
C 1.482 -0.687 -0.063 0.747
C -0.564 1.077 0.281 0.555
H -1.161 -0.330 -0.854 0.301
H -1.237 -1.772 1.242 0.385
H 1.126 -2.753 -0.339 0.424
H 1.724 1.358 -0.534 0.440
H -1.023 1.867 -1.633 0.416
H -1.922 2.581 -0.327 0.417
H 0.002 0.108 1.946 0.385
N -0.841 -1.822 -0.112 -0.580
N 0.684 -1.858 0.081 -0.535
N 0.991 0.680 -0.120 -0.739
N -1.038 1.949 -0.667 -0.832
N -0.981 0.366 1.368 -0.715
O 2.757 -0.765 -0.269 -0.668


3.
62
Properties=species:S:1:pos:R:3:nbo_charge:R:1 method="wB97M-V/def2-TZVPD" multiplicity=2 orbital_gap_ev="6.4 / 6.2" total_charge=0 s2=0.76 e_above_lowest_ev=0.7287
Ru 0.094 -0.547 0.938 0.614
O 0.364 -1.126 4.778 -0.608
C 0.906 -0.697 3.784 0.789
O 0.247 -0.048 2.840 -0.677
C 2.401 -0.776 3.643 -0.258
C 3.113 -0.876 4.843 -0.144
C 4.491 -0.913 4.868 -0.252
C 5.190 -0.864 3.666 -0.188
C 4.504 -0.785 2.471 -0.274
C 3.102 -0.736 2.435 -0.030
S 2.430 -0.692 0.806 -0.084
H 2.539 -0.924 5.759 0.234
H 5.019 -0.979 5.811 0.211
H 6.273 -0.893 3.660 0.209
H 5.042 -0.763 1.531 0.215
Se 0.238 -0.649 -1.737 -0.321
P 0.244 1.505 -1.471 0.995
Se 0.387 2.108 0.606 -0.300
C 1.609 2.203 -2.437 -0.326
C 2.671 2.857 -1.829 -0.206
C 3.735 3.306 -2.603 -0.207
C 3.734 3.102 -3.974 -0.195
C 2.668 2.447 -4.582 -0.199
C 1.609 1.994 -3.816 -0.214
C -1.247 2.243 -2.208 -0.317
C -2.226 1.474 -2.821 -0.227
C -3.358 2.088 -3.348 -0.201
C -3.508 3.463 -3.261 -0.200
C -2.527 4.234 -2.646 -0.214
C -1.401 3.627 -2.117 -0.204
H 2.671 3.004 -0.757 0.241
H 4.568 3.810 -2.130 0.219
H 4.569 3.442 -4.573 0.216
H 2.668 2.285 -5.652 0.216
H 0.781 1.469 -4.281 0.221
H -2.100 0.400 -2.883 0.238
H -4.121 1.486 -3.825 0.216
H -4.391 3.937 -3.670 0.216
H -2.644 5.308 -2.579 0.219
H -0.639 4.220 -1.624 0.225
N -2.866 1.290 0.671 -0.768
C -3.138 -0.007 0.693 0.634
N -4.424 -0.369 0.661 -0.573
C -4.648 -1.673 0.728 0.604
N -5.926 -2.090 0.699 -0.765
N -3.698 -2.625 0.816 -0.559
C -2.467 -2.173 0.775 0.472
N -2.104 -0.896 0.689 -0.573
C -1.372 -3.173 0.844 0.148
C -1.641 -4.527 0.890 -0.194
C -0.582 -5.416 0.979 -0.151
C 0.708 -4.921 0.987 -0.226
C 0.899 -3.550 0.922 0.073
N -0.124 -2.699 0.872 -0.387
H -3.646 1.920 0.750 0.412
H -1.925 1.626 0.865 0.429
H -6.651 -1.400 0.771 0.409
H -6.117 -3.054 0.906 0.408
H -2.673 -4.845 0.867 0.251
H -0.763 -6.481 1.040 0.226
H 1.564 -5.578 1.052 0.233
H 1.885 -3.102 0.907 0.248


4.
13
Properties=species:S:1:pos:R:3:nbo_charge:R:1 method="wB97M-V/def2-TZVPD" orbital_gap_ev=9.6 total_charge=0 smiles="CC[P@@](O)(=S)S" e_above_lowest_ev=0.0653
C -1.586 0.281 0.617 -0.642
C -0.753 0.135 -0.621 -0.698
P 1.068 0.052 -0.180 1.358
O 1.548 -0.210 -1.745 -0.992
S 1.994 1.442 0.791 -0.546
S 1.371 -1.859 0.683 -0.293
H -1.215 -0.129 1.503 0.220
H -1.632 1.312 0.970 0.230
H -2.662 -0.118 0.577 0.223
H -0.782 0.844 -1.323 0.226
H -0.695 -0.903 -1.165 0.240
H 2.021 0.539 -2.050 0.506
H 1.323 -1.386 1.944 0.169


5.
46
Properties=species:S:1:pos:R:3:nbo_charge:R:1 method="wB97M-V/def2-TZVPD" multiplicity=2 orbital_gap_ev="2.7 / 6.4" total_charge=-1 s2=0.75 e_above_lowest_ev=0.0772
Br -4.804 1.395 -2.290 -0.117
C -3.945 2.392 -0.712 -0.396
C -4.906 2.332 0.426 -0.414
Br -6.640 3.270 0.003 -0.079
H -3.661 3.424 -0.915 0.278
H -3.050 1.805 -0.506 0.232
H -4.489 2.735 1.349 0.252
H -5.209 1.322 0.702 0.209
Br 1.555 1.879 -0.706 -0.048
C -0.241 1.112 -0.911 -0.465
C -0.066 -0.411 -1.069 -0.404
Br 0.740 -0.968 -2.859 -0.057
H -0.822 1.598 -1.695 0.246
H -0.620 1.483 0.041 0.289
H -1.053 -0.867 -0.997 0.225
H 0.503 -0.838 -0.243 0.208
Br 5.207 -3.593 0.685 -0.012
C 4.036 -4.601 1.971 -0.436
C 2.577 -4.921 1.460 -0.433
Br 1.571 -3.240 1.102 -0.015
H 3.980 -3.915 2.816 0.221
H 4.564 -5.443 2.419 0.226
H 2.121 -5.540 2.233 0.226
H 2.657 -5.476 0.525 0.226
Br 6.022 -0.089 -3.181 -0.051
C 4.468 0.211 -1.979 -0.431
C 4.690 -0.616 -0.681 -0.434
Br 6.421 -0.242 0.212 -0.037
H 3.507 -0.023 -2.436 0.256
H 4.561 1.256 -1.686 0.225
H 4.693 -1.673 -0.946 0.217
H 3.894 -0.478 0.051 0.239
C -1.228 5.892 1.656 -0.495
N -1.642 4.725 0.774 0.345
O -1.559 3.514 1.174 -0.734
O -1.979 5.053 -0.330 -0.636
H -2.141 6.098 2.214 0.189
H -0.952 6.777 1.082 0.192
H -0.277 5.655 2.133 0.191
C -2.133 -3.096 0.207 -0.495
N -3.301 -2.841 -0.603 0.508
O -4.371 -3.255 -0.089 -0.383
O -3.135 -2.148 -1.617 -0.342
H -1.233 -3.271 -0.383 0.236
H -2.319 -4.075 0.649 0.231
H -1.993 -2.310 0.948 0.246


6.
46
Properties=species:S:1:pos:R:3:nbo_charge:R:1 method="wB97M-V/def2-TZVPD" orbital_gap_ev=6.8 total_charge=-1 e_above_lowest_ev=0.0000
O 0.253 1.809 2.354 -0.602
C 0.411 1.566 1.232 0.423
Co 0.547 1.215 -0.457 -0.006
C -0.900 1.885 -1.124 0.526
O -1.887 2.255 -1.606 -0.551
C 1.614 2.487 -1.041 0.468
O 2.281 3.314 -1.481 -0.544
C 0.324 -0.774 -1.052 -0.326
C -0.989 -1.350 -0.830 -0.093
C -1.573 -1.309 0.457 -0.196
C -2.923 -1.610 0.615 -0.206
C -3.689 -2.020 -0.483 -0.249
C -3.093 -2.168 -1.736 -0.233
C -1.744 -1.861 -1.917 -0.166
C 1.007 -0.685 -2.291 -0.095
C 0.739 -0.379 -3.566 -0.580
Co 2.079 -1.034 -0.953 -0.110
C 2.230 -1.261 0.830 0.583
O 2.319 -1.381 1.976 -0.526
C 3.395 0.127 -1.273 0.529
O 4.260 0.867 -1.465 -0.530
C 2.801 -2.539 -1.583 0.610
O 3.329 -3.524 -1.860 -0.518
H -0.940 -0.992 1.293 0.215
H -3.369 -1.507 1.605 0.198
H -4.750 -2.218 -0.342 0.198
H -3.688 -2.515 -2.582 0.199
H -1.284 -1.969 -2.905 0.214
H 1.547 -0.505 -4.304 0.183
H -0.243 -0.052 -3.913 0.195
C -1.468 5.928 5.920 -0.599
C -1.868 4.464 6.103 -0.390
C -2.009 3.732 4.763 -0.407
C -2.417 2.270 4.840 -0.204
N -2.390 1.580 3.515 -0.840
H -1.313 6.424 6.880 0.199
H -0.539 6.023 5.352 0.204
H -2.245 6.489 5.393 0.199
H -1.114 3.964 6.723 0.191
H -2.810 4.423 6.664 0.187
H -2.760 4.250 4.154 0.199
H -1.049 3.783 4.234 0.206
H -1.772 1.748 5.561 0.153
H -3.430 2.196 5.262 0.171
H -1.429 1.466 3.215 0.378
H -2.752 0.641 3.630 0.345


7.
58
Properties=species:S:1:pos:R:3:nbo_charge:R:1 method="wB97M-V/def2-TZVPD" orbital_gap_ev=8.3 total_charge=0 e_above_lowest_ev=0.1269
Tl -0.824 -0.465 0.526 0.842
O -1.062 -0.189 3.212 -0.750
C -0.754 1.122 3.685 -0.066
C -1.933 2.085 3.596 -0.416
C -2.498 2.244 2.174 -0.459
C -1.565 3.038 1.304 0.247
C -1.628 4.431 1.287 -0.250
C -0.747 5.143 0.495 -0.150
C 0.193 4.446 -0.252 -0.267
C 0.200 3.067 -0.167 0.048
N -0.655 2.374 0.586 -0.500
H -1.917 -0.464 3.565 0.488
H 0.080 1.467 3.071 0.187
H -0.414 1.065 4.723 0.175
H -1.600 3.055 3.975 0.213
H -2.733 1.731 4.253 0.210
H -3.459 2.755 2.230 0.229
H -2.683 1.265 1.730 0.259
H -2.373 4.939 1.885 0.222
H -0.792 6.223 0.456 0.222
H 0.901 4.957 -0.888 0.224
H 0.925 2.480 -0.719 0.188
C 6.605 -0.969 0.982 -0.598
C 5.163 -1.067 0.486 -0.421
C 4.418 0.228 0.752 -0.589
S 2.617 0.145 0.448 1.240
O 2.138 -1.109 1.083 -0.991
C 2.661 -0.172 -1.379 -0.596
C 2.392 -1.629 -1.715 -0.409
C 2.186 -1.824 -3.215 -0.602
H 7.152 -1.888 0.775 0.218
H 6.630 -0.792 2.058 0.206
H 7.123 -0.144 0.491 0.200
H 4.642 -1.881 0.995 0.231
H 5.163 -1.291 -0.584 0.198
H 4.794 1.061 0.154 0.219
H 4.490 0.496 1.809 0.229
H 3.623 0.168 -1.766 0.222
H 1.875 0.463 -1.795 0.218
H 1.503 -1.960 -1.176 0.223
H 3.219 -2.249 -1.366 0.212
H 1.330 -1.246 -3.569 0.206
H 2.004 -2.874 -3.439 0.219
H 3.066 -1.505 -3.777 0.201
I -4.204 -5.216 -4.904 0.110
C -4.217 -3.861 -3.284 -0.129
C -5.430 -3.430 -2.772 -0.261
C -5.433 -2.502 -1.742 -0.153
C -4.242 -2.013 -1.215 -0.164
C -3.043 -2.478 -1.735 -0.120
C -3.017 -3.398 -2.774 -0.284
C -4.319 -0.943 -0.116 0.778
O -5.416 -0.430 0.081 -0.671
O -3.237 -0.672 0.511 -0.913
H -6.359 -3.806 -3.177 0.223
H -6.359 -2.123 -1.333 0.245
H -2.105 -2.118 -1.337 0.187
H -2.076 -3.741 -3.181 0.218


8.
24
Properties=species:S:1:pos:R:3:nbo_charge:R:1 method="wB97M-V/def2-TZVPD" orbital_gap_ev="7.8 / 7.8" total_charge=0 e_above_lowest_ev=2.6542
C -2.076 0.681 0.576 -0.122
C -2.349 2.183 0.526 0.070
C -0.156 -1.114 0.471 0.737
C -2.550 2.740 -0.883 -0.488
C -1.264 2.624 -1.746 -0.071
C -0.821 0.072 0.907 -0.505
C 2.464 -1.896 1.446 -0.653
C 2.031 -1.788 -0.039 -0.082
O -0.360 -2.279 0.723 -0.583
O -1.111 2.658 1.069 -0.679
O 1.333 1.843 1.045 -0.814
O -0.113 2.189 -1.019 -0.717
O 0.999 -0.734 -0.148 -0.540
S 0.003 1.622 0.540 2.271
H -2.929 0.063 0.547 0.225
H -3.264 2.206 -1.467 0.238
H -2.775 3.802 -0.939 0.228
H -1.245 2.004 -2.693 0.194
H -0.869 3.494 -2.334 0.202
H 2.044 -1.128 2.050 0.227
H 2.544 -2.849 1.895 0.225
H 3.508 -1.679 1.411 0.210
H 1.404 -2.655 -0.284 0.224
H 2.791 -1.449 -0.711 0.202


9.
34
Properties=species:S:1:pos:R:3:nbo_charge:R:1 method="wB97M-V/def2-TZVPD" orbital_gap_ev=9.9 total_charge=+1 smiles=Fc1cccc([C@@H]([NH2+]CC(F)(F)F)c2ccccc2)c1 e_above_lowest_ev=0.0000
F -3.558 2.824 -0.025 -0.313
C -2.187 2.729 0.040 0.421
C -1.446 3.895 0.178 -0.249
C -0.053 3.777 0.204 -0.172
C 0.567 2.532 0.088 -0.239
C -0.202 1.372 0.005 0.013
C 0.482 0.007 -0.003 -0.121
N 0.277 -0.643 1.341 -0.511
C 1.235 -0.262 2.442 -0.318
C 2.519 -1.012 2.257 0.968
F 3.433 -0.846 3.239 -0.279
F 3.116 -0.662 1.066 -0.322
F 2.246 -2.364 2.149 -0.330
C 0.020 -0.996 -1.039 -0.006
C 0.494 -2.309 -0.928 -0.262
C -0.036 -3.313 -1.735 -0.186
C -1.041 -3.006 -2.661 -0.183
C -1.455 -1.682 -2.817 -0.187
C -0.879 -0.665 -2.050 -0.218
C -1.600 1.466 -0.054 -0.338
H -1.941 4.865 0.247 0.258
H 0.571 4.661 0.319 0.241
H 1.659 2.446 0.059 0.227
H 1.563 0.138 -0.084 0.254
H 0.242 -1.668 1.291 0.465
H -0.657 -0.379 1.658 0.450
H 0.822 -0.531 3.422 0.268
H 1.434 0.806 2.364 0.267
H 1.261 -2.565 -0.189 0.211
H 0.308 -4.339 -1.615 0.235
H -1.507 -3.809 -3.237 0.238
H -2.249 -1.429 -3.518 0.236
H -1.192 0.364 -2.208 0.232
H -2.248 0.598 -0.204 0.250


10.
41
Properties=species:S:1:pos:R:3:nbo_charge:R:1 method="wB97M-V/def2-TZVPD" multiplicity=6 orbital_gap_ev="8.7 / 4.1" total_charge=+1 s2=8.76
Cr 0.282 0.355 -0.361 1.383
O 2.380 -3.318 0.419 -0.587
C 2.611 -2.099 -0.040 0.917
O 1.724 -1.268 -0.110 -0.626
O 3.675 -1.810 -0.630 -0.132
H 1.505 -2.958 0.583 0.517
O -2.339 3.027 0.955 -0.703
C -2.162 2.408 -0.197 0.956
O -3.142 2.331 -0.943 -0.738
O -1.031 2.019 -0.526 -0.827
H -3.241 3.292 0.757 0.507
C 0.089 -0.844 2.636 -0.093
C -0.725 -2.187 2.737 -0.095
O -0.427 -3.014 1.659 -0.766
O -0.473 0.115 1.702 -0.745
H 1.127 -0.929 2.313 0.193
H 0.131 -0.455 3.653 0.201
H -1.797 -2.032 2.617 0.190
H -0.433 -2.698 3.654 0.197
H -0.622 -3.921 1.906 0.501
H -1.252 0.522 2.089 0.513
C 1.895 2.856 0.052 -0.091
C 2.644 2.237 -1.239 -0.091
O 1.869 1.207 -1.848 -0.742
O 1.624 1.775 0.895 -0.755
H 0.964 3.348 -0.229 0.213
H 2.522 3.636 0.485 0.198
H 3.573 1.832 -0.839 0.173
H 2.959 3.114 -1.806 0.200
H 2.353 0.951 -2.636 0.510
H 1.657 1.990 1.830 0.511
C -1.812 -0.832 -2.763 -0.079
C -2.243 -1.276 -1.355 -0.092
O -1.122 -1.350 -0.476 -0.776
O -0.804 0.137 -2.642 -0.733
H -2.678 -0.412 -3.276 0.200
H -1.490 -1.671 -3.380 0.166
H -2.762 -2.231 -1.437 0.193
H -2.866 -0.481 -0.945 0.204
H -1.245 -2.081 0.134 0.519
H -0.917 0.718 -3.397 0.506


Molar mass (Da)
988.62 117.11 784.54 142.19 873.53 474.22 722.82 218.23 284.28 360.23